[1]
# C20H28N4O3

One molecule with the formula C20H28N4O3 in a non-equilibrium geometry (ωB97M-V/def2-TZVPD, the Open Molecules 2025 dataset).

```
55
Properties=species:S:1:pos:R:3:forces:R:3
C 3.00248 -3.30634 -2.92470 2.7 -0.4 0.0
C 2.60946 -2.59529 -1.67338 1.6 -1.0 1.0
C 1.27788 -2.99915 -1.10857 -2.0 -1.3 -2.1
C 1.04082 -4.53769 -0.89656 -0.5 1.1 -0.8
C 0.93209 -2.28971 0.15646 -0.7 3.0 -0.9
N 0.96681 -0.81268 -0.11304 -0.3 -1.3 0.0
C 1.47755 0.18257 0.62486 0.2 0.1 -0.8
O 2.27422 0.09886 1.52943 0.5 -0.5 0.9
C 0.98636 1.52157 0.14861 -1.1 -0.2 -0.1
C 0.33982 2.24606 1.37514 -0.4 1.2 -0.4
C -0.92040 3.01800 0.99332 0.3 -2.3 0.7
C -1.06500 4.23390 0.45399 -1.2 -0.6 1.0
N -2.38847 4.56965 0.44860 -1.7 3.3 -2.1
C -3.12433 3.49791 0.78653 -3.4 -0.6 1.6
C -4.54654 3.38513 0.98767 0.7 -1.2 -0.1
C -5.09273 2.13257 1.39800 2.4 1.5 -1.2
C -4.19872 1.06873 1.61162 2.6 2.6 -0.1
C -2.77314 1.26151 1.60895 -3.1 1.0 -0.6
C -2.26718 2.47873 1.19106 0.8 0.6 -0.4
N 2.12645 2.27940 -0.46735 -0.2 -0.7 2.7
C 1.94148 2.83986 -1.65381 -2.4 -0.1 -1.4
C 2.77952 3.93900 -2.09891 0.0 1.1 -1.8
O 0.96964 2.55815 -2.35733 0.3 -0.3 0.1
C -0.46403 -2.55662 0.70406 -1.6 0.5 -1.7
O -1.43275 -2.11812 0.07156 0.8 -0.7 0.9
N -0.53537 -3.29449 1.81310 -0.3 -0.8 0.3
C -1.66212 -4.02911 2.36743 -0.5 2.8 0.0
H 4.06014 -3.02785 -3.14575 -0.2 -0.3 0.7
H 2.66692 -2.97551 -3.87883 -1.7 -0.2 -0.5
H 3.03845 -4.36411 -2.71124 -0.3 -0.5 -0.8
H 3.39570 -2.86670 -0.92133 -0.4 0.5 -0.4
H 2.74638 -1.57759 -1.95486 -0.5 1.2 0.7
H 0.62217 -2.76360 -1.99363 -0.3 0.2 1.2
H 1.72827 -4.97984 -0.22952 1.2 -0.5 0.7
H 1.08466 -5.02387 -1.86320 0.1 -0.3 0.0
H 0.06296 -4.78057 -0.46360 0.0 0.5 -0.3
H 1.71488 -2.53657 0.80387 1.1 -0.1 1.6
H 0.34808 -0.48260 -0.84120 -0.1 -0.5 0.1
H 0.13138 1.37465 -0.59268 1.7 0.5 0.6
H 1.08161 2.99633 1.58584 0.4 0.3 0.8
H 0.12772 1.68294 2.33127 0.5 0.1 -1.4
H -0.38137 4.91772 0.13668 1.9 1.7 -0.7
H -2.82955 5.47302 0.05082 1.4 -2.4 0.9
H -5.19403 4.21488 0.74627 -0.1 0.1 0.0
H -6.14934 1.97666 1.39325 -0.5 0.0 0.2
H -4.59232 0.14440 1.77293 -0.9 -2.5 0.7
H -2.08109 0.54120 1.87652 0.9 -1.8 0.5
H 2.89141 2.59782 0.16475 -1.1 -0.5 -0.8
H 3.77373 3.91240 -1.75010 1.1 0.5 1.1
H 2.18229 4.87388 -1.92380 1.0 -0.7 0.0
H 2.90869 3.80535 -3.18772 -0.4 0.3 0.4
H 0.32624 -3.51111 2.17911 2.2 -0.7 0.9
H -2.42293 -3.27373 2.17052 -0.9 -0.5 0.6
H -1.56375 -4.23079 3.44318 0.2 0.2 -0.5
H -1.93108 -4.88920 1.82571 0.0 -1.3 -0.7
```
Positions in Å, forces in eV/Å.

2S+1 ... 1
Highest occupied orbital energy ... -7.61 eV
Energy relative to the best compared isomer or geometry (same formula, charge and spin) ... 3.405 eV
M ... 372.469 g/mol
Structure (SMILES) ... CC[C@@H](C)[C@@H](NC(=O)[C@@H](Cc1c[nH]c2ccccc12)NC(C)=O)C(=O)NC
HOMO-LUMO gap ... 8.29 eV

=====

[2]
# C32H46Cl2OP4Re

C32H46Cl2OP4Re as an isolated structure in a non-equilibrium geometry (ωB97M-V/def2-TZVPD, the Open Molecules 2025 dataset).

```
86
Properties=species:S:1:pos:R:3:forces:R:3
P 2.77556 4.22441 -2.24991 0.9 1.4 -0.5
C 3.48837 5.41706 -1.08839 0.2 -0.2 0.5
C 4.83441 5.81338 -1.18168 -0.3 0.2 -0.2
H 5.54377 5.22166 -1.76047 -0.2 0.3 0.0
C 5.24651 6.99845 -0.56644 -0.1 -0.1 0.1
H 6.26160 7.35795 -0.72855 -0.2 -0.1 0.2
C 4.35136 7.73347 0.21643 0.0 -0.2 -0.2
H 4.66583 8.68084 0.65636 -0.1 -0.3 -0.1
C 3.05404 7.25395 0.42399 0.0 -0.2 0.0
H 2.36006 7.80568 1.05392 0.2 -0.1 -0.1
C 2.62376 6.08351 -0.20476 0.1 0.2 -0.2
H 1.61025 5.70698 -0.04273 0.2 0.3 -0.1
C 4.19096 3.46814 -3.08965 0.2 -0.3 -0.3
C 5.01038 2.56567 -2.37990 0.1 0.2 -0.3
H 4.66978 2.15595 -1.42225 0.2 0.3 -0.3
C 6.26005 2.20753 -2.89744 -0.5 0.1 0.1
H 6.88231 1.52032 -2.32840 0.0 0.2 -0.2
C 6.69367 2.74486 -4.11346 -0.2 0.1 0.1
H 7.68411 2.49697 -4.49272 -0.2 0.0 0.1
C 5.86338 3.60081 -4.84074 0.0 -0.1 0.0
H 6.19556 4.02450 -5.78714 0.0 -0.2 0.2
C 4.60613 3.94659 -4.35045 -0.2 0.1 0.5
H 3.95198 4.61516 -4.92115 0.3 -0.2 0.2
C 1.89511 5.26448 -3.45739 -0.3 0.2 -0.1
C 2.26318 6.61801 -3.61676 0.2 -0.4 -0.1
H 2.92064 7.09359 -2.88515 -0.1 -0.2 -0.3
C 1.81539 7.33837 -4.72327 -0.2 -0.2 0.0
H 2.16036 8.36047 -4.87010 -0.1 -0.2 0.1
C 0.94098 6.75020 -5.64607 0.2 -0.3 0.4
H 0.62294 7.29994 -6.53215 0.0 -0.1 0.3
C 0.47018 5.45209 -5.41261 0.0 0.0 0.1
H -0.25453 4.99775 -6.08833 0.2 0.2 0.2
C 0.93071 4.71371 -4.31876 0.2 0.1 -0.1
H 0.54419 3.70683 -4.13564 0.1 0.4 -0.2
Re 0.32214 0.46693 -0.21283 0.3 1.2 0.3
C 0.88006 -0.88620 -1.60909 0.6 -0.7 -1.4
C 1.59496 -0.46819 -2.69110 -0.8 -0.4 0.5
H 0.56280 -1.93479 -1.52392 0.1 0.4 -0.1
C 2.03348 0.97489 -2.69463 0.7 0.4 -0.6
O 1.56428 1.56128 -3.93742 0.8 0.2 0.4
H 2.07296 2.38552 -4.07772 -0.3 -0.6 -0.1
C 1.53107 1.77681 -1.48347 -0.5 0.2 -0.1
H 3.14262 0.97886 -2.66378 -0.3 0.1 -0.3
C 1.75435 3.13465 -1.36992 -1.2 -2.3 0.6
Cl -0.06286 2.27566 1.28073 0.0 0.1 0.2
P -1.76066 0.96880 -1.18482 -2.0 0.4 -0.7
P 1.99571 -0.29431 1.25723 1.5 -0.8 1.6
C -3.09331 1.13359 0.04617 0.0 0.1 -0.1
H -2.81750 1.90130 0.77861 -0.1 -0.2 -0.2
H -3.23463 0.17839 0.56587 0.0 0.3 -0.2
H -4.01327 1.42141 -0.47825 0.1 -0.1 0.2
C -1.78773 2.52080 -2.12704 -0.1 0.0 -0.1
H -1.06635 2.45059 -2.95291 -0.2 0.0 0.2
H -1.50633 3.34954 -1.46359 -0.1 -0.2 -0.2
H -2.80043 2.67658 -2.52506 0.3 0.1 0.1
C -2.38098 -0.28563 -2.34933 0.0 0.0 -0.1
H -2.45296 -1.25791 -1.84576 0.0 0.3 -0.1
H -1.69241 -0.36766 -3.20068 -0.2 0.0 0.2
H -3.37158 0.02601 -2.70740 0.2 -0.2 0.0
C 1.42552 -0.87698 2.88721 0.0 0.1 0.0
H 0.97801 -1.87219 2.78180 0.1 0.3 0.1
H 0.67361 -0.18516 3.28277 0.2 -0.2 0.0
H 2.28912 -0.91687 3.56491 -0.2 0.0 -0.1
C 2.97172 -1.71436 0.67182 0.2 0.0 -0.1
H 3.45618 -1.46789 -0.28026 0.0 -0.1 0.2
H 2.30653 -2.57277 0.51848 0.1 0.2 0.1
H 3.73251 -1.96037 1.42489 -0.2 0.0 -0.2
C 3.21900 0.98580 1.65222 0.2 0.0 0.0
H 2.70787 1.84540 2.10247 0.1 -0.2 -0.1
H 3.72083 1.31126 0.73245 -0.1 0.0 0.2
H 3.95137 0.56129 2.35214 -0.1 0.2 -0.2
P 1.81678 -1.58291 -4.11875 -0.1 0.6 1.4
C 1.31877 -3.21415 -3.55387 0.0 -0.2 -0.1
C 3.55329 -1.61705 -4.58178 0.1 -0.1 -0.4
H 0.24793 -3.21376 -3.31217 0.3 0.0 -0.1
H 1.89321 -3.48880 -2.65896 -0.1 0.0 -0.3
H 1.50530 -3.94908 -4.34713 0.0 0.1 0.2
H 3.94678 -0.59147 -4.66010 -0.2 -0.3 0.0
H 3.64838 -2.12759 -5.55283 0.1 0.2 0.3
H 4.12961 -2.17745 -3.82834 -0.3 0.2 -0.2
C 0.73050 -1.06596 -5.44579 0.0 0.1 -0.5
H -0.28724 -1.43387 -5.25997 0.3 0.1 0.1
H 1.08872 -1.48939 -6.39310 -0.1 0.1 0.1
H 0.72373 0.03068 -5.50379 0.1 -0.4 0.0
H 1.19197 3.64329 -0.57809 0.4 -0.1 0.0
Cl -0.95711 -1.31998 0.73398 0.0 0.0 0.1
```
Positions in Å, forces in eV/Å.

2S+1 ... 4
Highest occupied orbital energy (spin up / spin down) ... -13.34 / -13.73 eV
M ... 827.728 g/mol
Total charge ... +2
HOMO-LUMO gap (spin up / spin down) ... 8.61 / 7.05 eV